# 1
C47H67FN2O41S8 | the ωB97M-V functional and the def2-TZVPD basis

Bonds (Å) are listed after each position.
Cartesian coordinates (Å):
1 C 5.6629 -1.1573 -1.9084  C2 1.549, H44 1.103, H45 1.103, H46 1.093
2 C 6.4349 -0.1112 -2.7511  C1 1.549, O3 1.419, H47 1.102, H48 1.103
3 O 5.7728 0.2470 -3.9542  C2 1.419, C4 1.416
4 C 4.5136 0.8664 -3.7649  O3 1.416, C5 1.571, H49 1.102, H50 1.103
5 C 4.5560 2.2010 -2.9380  C4 1.571, C6 1.537, H51 1.101, H52 1.098
6 C 3.9960 1.9859 -1.5232  C5 1.537, C7 1.408, C11 1.411
7 C 4.8207 1.7748 -0.4023  C6 1.408, C8 1.400, H53 1.091
8 C 4.2948 1.5835 0.8811  C7 1.400, C9 1.408, H54 1.091
9 C 2.9016 1.5608 1.0850  C8 1.408, C10 1.387, H55 1.091
10 C 2.0969 1.7751 -0.0247  C9 1.387, C11 1.413, C42 1.522
11 C 2.5994 2.0055 -1.3246  C6 1.411, C10 1.413, C12 1.521
12 C 1.5840 2.2648 -2.4264  C11 1.521, O13 1.209, C14 1.522
13 O 1.7531 1.8741 -3.5579  C12 1.209
14 C 0.3626 3.0679 -2.0040  C12 1.522, C15 1.411, C36 1.402
15 C -0.1402 2.8170 -0.7100  C14 1.411, C16 1.408, C42 1.528
16 C -1.2435 3.5215 -0.1924  C15 1.408, C17 1.524, C24 1.415
17 C -1.8007 3.2828 1.2054  C16 1.524, C18 1.570, H56 1.096, H57 1.104
18 C -3.2050 2.5837 1.1565  C17 1.570, C19 1.538, H58 1.101, H59 1.100
19 C -3.0887 1.0515 1.2310  C18 1.538, C20 1.582, H60 1.097, H61 1.101
20 C -4.4892 0.3174 1.1867  C19 1.582, O21 1.451, H62 1.100, H63 1.099
21 O -5.5442 1.2432 0.8190  C20 1.451, C22 1.363
22 C -6.2812 1.6269 1.8999  O21 1.363, O23 1.196, H64 1.112
23 O -7.2991 1.1058 2.2499  C22 1.196
24 C -1.8094 4.4932 -1.0507  C16 1.415, C25 1.534, C31 1.404
25 C -2.9899 5.3264 -0.5361  C24 1.534, O26 1.193, N27 1.473
26 O -4.1325 5.0143 -0.6773  C25 1.193
27 N -2.6118 6.5460 0.1988  C25 1.473, C28 1.421, H65 1.015
28 C -2.9396 6.4763 1.5801  N27 1.421, O29 1.184, F30 1.346
29 O -3.9935 6.1707 2.0236  C28 1.184
30 F -1.9106 6.7807 2.3921  C28 1.346
31 C -1.3260 4.7443 -2.3445  C24 1.404, C32 1.535, C36 1.423
32 C -1.9773 5.8181 -3.2273  C31 1.535, C33 1.577, H66 1.103, H67 1.095
33 C -1.5674 7.2248 -2.6455  C32 1.577, C34 1.563, H68 1.106, H69 1.101
34 C -0.4565 7.9136 -3.5025  C33 1.563, O35 1.433, H70 1.097, H71 1.103
35 O 0.5173 8.4644 -2.6063  C34 1.433, H72 0.964
36 C -0.2088 4.0249 -2.8547  C14 1.402, C31 1.423, N37 1.442
37 N 0.2290 4.3436 -4.1908  C36 1.442, C38 1.472, C39 1.415
38 C 1.6415 4.7468 -4.2785  N37 1.472, H73 1.102, H74 1.101, H75 1.102
39 C -0.1213 3.3647 -5.1511  N37 1.415, C40 1.543, O41 1.206
40 C -1.4724 2.6456 -4.9573  C39 1.543, H76 1.099, H77 1.100, H78 1.103
41 O 0.5497 3.0999 -6.1182  C39 1.206
42 C 0.5834 1.7677 0.1336  C10 1.522, C15 1.528, O43 1.208
43 O 0.0183 0.9700 0.8424  C42 1.208
44 H 6.2897 -1.4318 -1.0437  C1 1.103
45 H 4.7080 -0.7405 -1.5450  C1 1.103
46 H 5.4381 -2.0643 -2.4755  C1 1.093
47 H 6.7491 0.7507 -2.1398  C2 1.102
48 H 7.3623 -0.6217 -3.0611  C2 1.103
49 H 4.1480 1.1178 -4.7737  C4 1.102
50 H 3.7534 0.1924 -3.3345  C4 1.103
51 H 5.6037 2.5251 -2.8444  C5 1.101
52 H 3.9380 2.9850 -3.3959  C5 1.098
53 H 5.9087 1.7665 -0.4823  C7 1.091
54 H 4.9724 1.4427 1.7247  C8 1.091
55 H 2.5184 1.4106 2.0954  C9 1.091
56 H -1.1507 2.6730 1.8427  C17 1.096
57 H -1.8737 4.2726 1.6897  C17 1.104
58 H -3.8082 3.0165 1.9696  C18 1.101
59 H -3.6609 2.8648 0.1959  C18 1.100
60 H -2.5143 0.6749 0.3756  C19 1.097
61 H -2.6301 0.7619 2.1889  C19 1.101
62 H -4.6748 -0.1399 2.1699  C20 1.100
63 H -4.4594 -0.4701 0.4213  C20 1.099
64 H -5.8936 2.5053 2.4618  C22 1.112
65 H -2.9741 7.3836 -0.2445  N27 1.015
66 H -3.0722 5.6861 -3.2384  C32 1.103
67 H -1.6329 5.7443 -4.2641  C32 1.095
68 H -2.4440 7.8817 -2.4930  C33 1.106
69 H -1.1135 7.0548 -1.6565  C33 1.101
70 H 0.0772 7.1966 -4.1380  C34 1.097
71 H -0.9416 8.7263 -4.0681  C34 1.103
72 H 0.0482 8.9106 -1.8914  O35 0.964
73 H 1.7646 5.6215 -4.9367  C38 1.102
74 H 2.2928 3.9598 -4.6877  C38 1.101
75 H 2.0578 5.0133 -3.2938  C38 1.102
76 H -1.8952 2.3875 -5.9382  C40 1.099
77 H -1.3391 1.7162 -4.3837  C40 1.100
78 H -2.1988 3.3223 -4.4777  C40 1.103
79 C -7.8981 -2.3166 2.8671  C80 1.512, O85 1.436, H86 1.092, H87 1.088
80 C -8.5245 -1.9947 4.2047  C79 1.512, O81 1.437, H88 1.086, H89 1.092
81 O -7.9380 -2.9419 5.1117  C80 1.437, S82 1.602
82 S -6.4401 -3.2668 4.6449  O81 1.602, O83 1.421, O84 1.420, O85 1.601
83 O -5.5502 -2.4604 5.4054  S82 1.421
84 O -6.2976 -4.6760 4.5472  S82 1.420
85 O -6.5345 -2.6515 3.1697  C79 1.436, S82 1.601
86 H -8.3682 -3.1876 2.4049  C79 1.092
87 H -7.9398 -1.4745 2.1798  C79 1.088
88 H -9.6066 -2.0903 4.1940  C80 1.086
89 H -8.2539 -0.9918 4.5406  C80 1.092
90 C -7.7432 -6.4668 8.0262  C91 1.515, O96 1.430, H97 1.093, H98 1.087
91 C -7.2261 -5.0808 7.7005  C90 1.515, O92 1.428, H99 1.085, H100 1.093
92 O -7.7569 -4.2353 8.7220  C91 1.428, S93 1.601
93 S -7.8764 -5.0724 10.0814  O92 1.601, O94 1.421, O95 1.419, O96 1.614
94 O -6.7371 -4.7992 10.8857  S93 1.421
95 O -9.2001 -4.9399 10.5763  S93 1.419
96 O -7.6981 -6.5480 9.4532  C90 1.430, S93 1.614
97 H -8.7821 -6.5862 7.7095  C90 1.093
98 H -7.1377 -7.2522 7.5799  C90 1.087
99 H -7.5456 -4.7364 6.7224  C91 1.085
100 H -6.1351 -5.0420 7.7615  C91 1.093
101 C -7.0856 0.8861 9.9941  C102 1.514, O107 1.431, H108 1.092, H109 1.087
102 C -7.9465 0.0415 10.9100  C101 1.514, O103 1.432, H110 1.087, H111 1.093
103 O -8.8630 -0.6229 10.0335  C102 1.432, S104 1.605
104 S -8.1458 -0.9098 8.6263  O103 1.605, O105 1.427, O106 1.420, O107 1.613
105 O -7.6692 -2.2547 8.6259  S104 1.427
106 O -8.9707 -0.3985 7.5891  S104 1.420
107 O -6.8877 0.0797 8.8292  C101 1.431, S104 1.613
108 H -7.6028 1.8004 9.6938  C101 1.092
109 H -6.1300 1.1433 10.4449  C101 1.087
110 H -8.4829 0.6370 11.6442  C102 1.087
111 H -7.3547 -0.7203 11.4229  C102 1.093
112 C 8.4174 -6.0190 -1.4964  C113 1.512, O118 1.429, H119 1.093, H120 1.086
113 C 7.0211 -5.6762 -1.0271  C112 1.512, O114 1.434, H121 1.087, H122 1.093
114 O 7.0078 -4.2441 -0.9609  C113 1.434, S115 1.607
115 S 7.9695 -3.6557 -2.1055  O114 1.607, O116 1.418, O117 1.421, O118 1.601
116 O 7.1732 -3.3035 -3.2252  S115 1.418
117 O 8.8780 -2.7456 -1.5017  S115 1.421
118 O 8.7445 -5.0126 -2.4564  C112 1.429, S115 1.601
119 H 9.1369 -5.9581 -0.6758  C112 1.093
120 H 8.4692 -7.0042 -1.9503  C112 1.086
121 H 6.7885 -6.1070 -0.0567  C113 1.087
122 H 6.2685 -5.9912 -1.7540  C113 1.093
123 C 7.0453 -7.1136 -7.3673  C124 1.515, O129 1.430, H130 1.092, H131 1.088
124 C 7.6107 -5.7321 -7.6252  C123 1.515, O125 1.429, H132 1.087, H133 1.093
125 O 7.1500 -4.9409 -6.5283  C124 1.429, S126 1.608
126 S 7.0457 -5.8578 -5.2115  O125 1.608, O127 1.420, O128 1.417, O129 1.617
127 O 8.2198 -5.6806 -4.4323  S126 1.420
128 O 5.7469 -5.7115 -4.6641  S126 1.417
129 O 7.1380 -7.2922 -5.9520  C123 1.430, S126 1.617
130 H 5.9918 -7.1701 -7.6511  C123 1.092
131 H 7.6010 -7.8921 -7.8853  C123 1.088
132 H 7.2705 -5.3121 -8.5684  C124 1.087
133 H 8.7034 -5.7390 -7.6039  C124 1.093
134 C -2.3421 -2.1115 7.2988  C135 1.512, O140 1.433, H141 1.092, H142 1.087
135 C -2.3482 -2.3295 5.8024  C134 1.512, O136 1.434, H143 1.086, H144 1.092
136 O -1.0520 -1.8978 5.3669  C135 1.434, S137 1.607
137 S 0.0239 -2.1996 6.5212  O136 1.607, O138 1.418, O139 1.418, O140 1.608
138 O 0.6789 -3.4221 6.2247  S137 1.418
139 O 0.7373 -1.0040 6.7908  S137 1.418
140 O -1.0182 -2.4662 7.7166  C134 1.433, S137 1.608
141 H -2.5094 -1.0612 7.5480  C134 1.092
142 H -3.0803 -2.7250 7.8094  C134 1.087
143 H -3.1293 -1.7642 5.3038  C135 1.086
144 H -2.4533 -3.3886 5.5559  C135 1.092
145 C 10.5316 -10.1417 -3.6453  C146 1.514, O151 1.431, H152 1.092, H153 1.087
146 C 9.6515 -11.3528 -3.4177  C145 1.514, O147 1.432, H154 1.087, H155 1.093
147 O 9.1858 -11.2132 -2.0708  C146 1.432, S148 1.606
148 S 9.0287 -9.6536 -1.7223  O147 1.606, O149 1.420, O150 1.417, O151 1.606
149 O 7.6687 -9.2855 -1.8990  S148 1.420
150 O 9.7364 -9.3864 -0.5243  S148 1.417
151 O 9.8687 -9.0732 -2.9622  C145 1.431, S148 1.606
152 H 11.5174 -10.2758 -3.1948  C145 1.092
153 H 10.6460 -9.9049 -4.7003  C145 1.087
154 H 10.1892 -12.2891 -3.5418  C146 1.087
155 H 8.7825 -11.3426 -4.0798  C146 1.093
156 C -1.8809 10.2279 -8.8263  C157 1.514, O162 1.431, H163 1.092, H164 1.087
157 C -2.4574 10.6143 -7.4804  C156 1.514, O158 1.431, H165 1.087, H166 1.093
158 O -1.9018 9.6660 -6.5634  C157 1.431, S159 1.611
159 S -0.4261 9.2491 -7.0570  O158 1.611, O160 1.417, O161 1.417, O162 1.608
160 O 0.5210 10.0249 -6.3433  S159 1.417
161 O -0.3610 7.8346 -7.1206  S159 1.417
162 O -0.5333 9.8340 -8.5505  C156 1.431, S159 1.608
163 H -2.4068 9.3709 -9.2531  C156 1.092
164 H -1.8977 11.0517 -9.5357  C156 1.087
165 H -3.5435 10.5720 -7.4638  C157 1.087
166 H -2.1282 11.6114 -7.1787  C157 1.093

Values from the calculation:
LUMO level	-0.63	eV
HOMO	-8.97	eV
calculated total energy	-8310.5770	Eh
SMILES	CCOCCc1cccc2c1C(=O)c1c(c(CCCCOC=O)c(C(=O)NC(=O)F)c(CCCO)c1N(C)C(C)=O)C2=O.O=S1(=O)OCCO1.O=S1(=O)OCCO1.O=S1(=O)OCCO1.O=S1(=O)OCCO1.O=S1(=O)OCCO1.O=S1(=O)OCCO1.O=S1(=O)OCCO1.O=S1(=O)OCCO1
total charge	0

=====

# 2
C47H67N4O2S2Si | the ωB97M-V functional and the def2-TZVPD basis

Bonds (Å) are listed after each position.
Cartesian coordinates (Å):
1 C 2.3688 -1.7231 5.8644  O2 1.432, H27 1.097, H28 1.095, H29 1.097
2 O 0.9622 -1.8544 6.0963  C1 1.432, C3 1.384
3 C 0.2020 -1.7391 4.9450  O2 1.384, N4 1.488, H30 1.099, H31 1.096
4 N 0.2610 -0.3869 4.3276  C3 1.488, C5 1.465, C12 1.327
5 C 0.8952 -0.2961 3.0102  N4 1.465, C6 1.556, H32 1.093, H33 1.092
6 C -0.2349 -0.2312 1.9433  C5 1.556, O7 1.408, H34 1.103, H35 1.101
7 O 0.2793 -0.2407 0.6325  C6 1.408, Si8 1.703
8 Si -0.3120 0.9908 -0.3846  O7 1.703, C9 1.899, C10 1.897, C11 1.894
9 C 0.7809 2.5426 -0.3173  Si8 1.899, H36 1.098, H37 1.099, H38 1.097
10 C -0.1137 0.3297 -2.1515  Si8 1.897, H39 1.098, H40 1.100, H41 1.093
11 C -2.1512 1.3831 -0.1582  Si8 1.894, H42 1.103, H43 1.091, H44 1.100
12 C -0.2834 0.5859 5.0470  N4 1.327, N13 1.330, N25 1.367
13 N -0.8863 0.4069 6.2192  C12 1.330, C14 1.329
14 C -1.3395 1.5941 6.6096  N13 1.329, C15 1.488, N20 1.315
15 C -2.0840 1.7197 7.8923  C14 1.488, C16 1.574, H45 1.094, H46 1.095
16 C -3.5617 1.1768 7.8714  C15 1.574, C17 1.551, H47 1.095, H48 1.094
17 C -4.0622 0.5539 6.5421  C16 1.551, C18 1.561, C19 1.561, H49 1.098
18 C -5.6209 0.6022 6.6083  C17 1.561, H50 1.099, H51 1.094, H52 1.096
19 C -3.7108 -0.9626 6.4326  C17 1.561, H53 1.099, H54 1.091, H55 1.094
20 N -1.0153 2.5223 5.7369  C14 1.315, C21 1.472, N25 1.371
21 C -1.4111 3.9266 5.9323  N20 1.472, C22 1.542, H56 1.092, H57 1.092
22 C -2.8846 4.1662 5.5449  C21 1.542, C23 1.556, H58 1.097, H59 1.093
23 C -3.1214 4.4152 4.0278  C22 1.556, S24 1.846, H60 1.092, H61 1.092
24 S -4.5366 3.4163 3.3908  C23 1.846, H62 1.355
25 N -0.3215 1.9138 4.7228  C12 1.367, N20 1.371, S26 1.697
26 S 0.2649 2.8704 3.4500  N25 1.697, H63 1.363
27 H 2.7895 -1.2498 6.7597  C1 1.097
28 H 2.6217 -1.0817 5.0136  C1 1.095
29 H 2.8206 -2.7212 5.8063  C1 1.097
30 H 0.4112 -2.5111 4.1916  C3 1.099
31 H -0.8391 -1.8990 5.2493  C3 1.096
32 H 1.4224 -1.2351 2.8234  C5 1.093
33 H 1.6151 0.5182 2.9028  C5 1.092
34 H -0.8483 -1.1365 2.0881  C6 1.103
35 H -0.8520 0.6464 2.1926  C6 1.101
36 H 0.6388 3.1327 0.5980  C9 1.098
37 H 1.8289 2.2194 -0.3875  C9 1.099
38 H 0.6122 3.1793 -1.1945  C9 1.097
39 H -0.9928 0.6263 -2.7380  C10 1.098
40 H -0.1753 -0.7665 -2.0918  C10 1.100
41 H 0.8066 0.6729 -2.6303  C10 1.093
42 H -2.2227 2.4345 0.1686  C11 1.103
43 H -2.7438 1.2394 -1.0630  C11 1.091
44 H -2.5821 0.8030 0.6713  C11 1.100
45 H -2.1209 2.7485 8.2629  C15 1.094
46 H -1.5015 1.1598 8.6317  C15 1.095
47 H -3.6194 0.3835 8.6238  C16 1.095
48 H -4.2475 1.9683 8.1880  C16 1.094
49 H -3.7947 1.1164 5.6381  C17 1.098
50 H -5.9749 1.6311 6.7651  C18 1.099
51 H -6.0128 -0.0442 7.3989  C18 1.094
52 H -5.9939 0.3097 5.6196  C18 1.096
53 H -4.5936 -1.4559 6.0014  C19 1.099
54 H -2.8905 -1.1670 5.7431  C19 1.091
55 H -3.5772 -1.4205 7.4167  C19 1.094
56 H -0.7496 4.6462 5.4464  C21 1.092
57 H -1.3416 4.1059 7.0074  C21 1.092
58 H -3.2132 5.0743 6.0662  C22 1.097
59 H -3.5344 3.3365 5.8349  C22 1.093
60 H -2.2635 4.1728 3.3976  C23 1.092
61 H -3.4166 5.4434 3.8058  C23 1.092
62 H -4.0315 2.1596 3.3663  S24 1.355
63 H -0.7469 2.8619 2.5371  S26 1.363
64 C 0.7993 -2.9113 -4.4590  C65 1.388, C69 1.388, H70 1.084
65 C -0.0263 -3.3579 -5.4813  C64 1.388, C66 1.389, H71 1.083
66 C 0.0309 -2.7576 -6.7325  C65 1.389, C67 1.389, H72 1.083
67 C 0.9209 -1.7168 -6.9628  C66 1.389, C68 1.389, H73 1.083
68 C 1.7491 -1.2725 -5.9404  C67 1.389, C69 1.388, H74 1.083
69 C 1.6854 -1.8671 -4.6879  C64 1.388, C68 1.388, H75 1.083
70 H 0.7523 -3.3774 -3.4820  C64 1.084
71 H -0.7159 -4.1742 -5.3034  C65 1.083
72 H -0.6180 -3.1018 -7.5283  C66 1.083
73 H 0.9687 -1.2518 -7.9395  C67 1.083
74 H 2.4439 -0.4613 -6.1207  C68 1.083
75 H 2.3275 -1.5173 -3.8885  C69 1.083
76 C 3.5246 6.3936 -2.7030  C77 1.388, C81 1.389, H82 1.083
77 C 2.8305 6.0586 -1.5484  C76 1.388, C78 1.389, H83 1.083
78 C 3.3474 5.1068 -0.6795  C77 1.389, C79 1.388, H84 1.083
79 C 4.5623 4.4963 -0.9600  C78 1.388, C80 1.388, H85 1.083
80 C 5.2575 4.8336 -2.1128  C79 1.388, C81 1.388, H86 1.083
81 C 4.7371 5.7791 -2.9863  C76 1.389, C80 1.388, H87 1.083
82 H 3.1207 7.1335 -3.3825  C76 1.083
83 H 1.8854 6.5393 -1.3263  C77 1.083
84 H 2.8028 4.8403 0.2183  C78 1.083
85 H 4.9676 3.7568 -0.2800  C79 1.083
86 H 6.2058 4.3581 -2.3314  C80 1.083
87 H 5.2774 6.0384 -3.8885  C81 1.083
88 C -1.5900 -8.0744 -6.1995  C89 1.388, C93 1.389, H94 1.083
89 C -2.4158 -8.5208 -7.2224  C88 1.388, C90 1.388, H95 1.083
90 C -2.3583 -7.9214 -8.4731  C89 1.388, C91 1.389, H96 1.083
91 C -1.4682 -6.8810 -8.7040  C90 1.389, C92 1.388, H97 1.083
92 C -0.6400 -6.4365 -7.6824  C91 1.388, C93 1.389, H98 1.083
93 C -0.7036 -7.0304 -6.4285  C88 1.389, C92 1.389, H99 1.083
94 H -1.6371 -8.5405 -5.2229  C88 1.083
95 H -3.1052 -9.3367 -7.0444  C89 1.083
96 H -3.0068 -8.2658 -9.2690  C90 1.083
97 H -1.4202 -6.4168 -9.6812  C91 1.083
98 H 0.0557 -5.6260 -7.8630  C92 1.083
99 H -0.0608 -6.6803 -5.6298  C93 1.083
100 C 6.5818 2.8220 -5.0685  C101 1.388, C105 1.388, H106 1.083
101 C 7.8696 3.3049 -4.8780  C100 1.388, C102 1.388, H107 1.084
102 C 8.9571 2.4507 -5.0014  C101 1.388, C103 1.388, H108 1.083
103 C 8.7571 1.1154 -5.3244  C102 1.388, C104 1.388, H109 1.083
104 C 7.4695 0.6333 -5.5184  C103 1.388, C105 1.388, H110 1.083
105 C 6.3816 1.4854 -5.3865  C100 1.388, C104 1.388, H111 1.083
106 H 5.7329 3.4878 -4.9693  C100 1.083
107 H 8.0263 4.3487 -4.6326  C101 1.084
108 H 9.9610 2.8259 -4.8468  C102 1.083
109 H 9.6054 0.4502 -5.4254  C103 1.083
110 H 7.3141 -0.4080 -5.7721  C104 1.083
111 H 5.3769 1.1081 -5.5328  C105 1.083
112 C -3.7328 -2.0805 -0.2796  C113 1.388, C117 1.389, H118 1.083
113 C -4.7422 -2.7116 -0.9938  C112 1.388, C114 1.388, H119 1.083
114 C -4.4727 -3.8821 -1.6895  C113 1.388, C115 1.389, H120 1.083
115 C -3.1959 -4.4272 -1.6637  C114 1.389, C116 1.388, H121 1.083
116 C -2.1874 -3.7985 -0.9467  C115 1.388, C117 1.388, H122 1.083
117 C -2.4543 -2.6229 -0.2578  C112 1.389, C116 1.388, H123 1.084
118 H -3.9433 -1.1648 0.2599  C112 1.083
119 H -5.7396 -2.2903 -1.0091  C113 1.083
120 H -5.2583 -4.3706 -2.2518  C114 1.083
121 H -2.9875 -5.3426 -2.2030  C115 1.083
122 H -1.1917 -4.2247 -0.9254  C116 1.083
123 H -1.6642 -2.1297 0.2961  C117 1.084

Values from the calculation:
energy above the lowest of the compared OMol25 structures with the same formula, charge and spin	0.0	kcal/mol
LUMO level	-2.64	eV
HOMO	-10.42	eV
calculated total energy	-3286.2421	Eh
total charge	+1